(1)
{
  "formula": "C20H31BN10O2RuSSe2",
  "method": "ωB97M-V with the def2-TZVPD basis set",
  "multiplicity": 2,
  "lumo_ev": [-3.1057, -3.9175],
  "e_tot_ha": -6799.37714,
  "total_charge": 1,
  "e_homo_ev": [-10.12, -10.17],
  "s_squared": 0.7553,
  "e_above_lowest_kcal_mol": 0.0,
  "homo_lumo_gap_ev": [7.02, 6.25],
  "species": ["H", "N", "H", "H", "N", "N", "H", "H", "N", "C", "C", "N", "C", "C", "C", "H", "H", "H", "H", "H", "C", "H", "C", "Se", "C", "H", "O", "H", "H", "H", "H", "H", "H", "N", "C", "N", "H", "H", "Se", "C", "N", "H", "C", "C", "C", "H", "S", "H", "H", "N", "H", "H", "C", "B", "Ru", "C", "H", "H", "O", "C", "C", "H", "H", "H", "C", "N", "C", "C"],
  "positions_angstrom": [[-0.33866, 6.26155, 1.51576], [-1.31371, -1.74188, -1.47653], [1.58496, -3.84758, -3.68428], [-2.72204, 3.43334, -4.36505], [-0.89114, 2.77875, -1.62556], [-1.79461, -3.08899, -1.37452], [1.53306, -1.41495, -4.59203], [3.46487, 0.87626, -3.36210], [-0.76139, 0.78026, -0.41363], [-1.51969, 2.65758, 2.25367], [3.23563, 0.53175, -2.35668], [-2.31415, 6.08370, 3.25663], [3.12133, -1.47725, 2.81583], [-2.29212, 2.87611, -3.54706], [3.80089, -0.50520, 2.09549], [-1.14999, 4.49987, -2.70521], [2.92712, -1.82940, -3.58748], [-3.09591, -1.47936, 3.49768], [-1.19680, -1.52916, -2.46269], [3.34462, 0.15565, 0.02824], [-0.48847, 2.89356, 1.34882], [-2.00496, -1.04753, -1.19442], [-1.22658, 1.49259, -1.50395], [1.43815, -0.19112, -2.40226], [3.16754, -0.48714, 0.86895], [-0.37189, -4.93884, -1.61451], [0.46697, 0.50124, 1.58702], [3.94544, -0.22596, -2.03699], [-2.92723, 3.53871, 3.59711], [1.43983, -3.63730, 3.42457], [0.08438, -2.99006, -3.33333], [-2.53798, -0.92314, 0.89471], [-3.00545, 5.92983, 3.96590], [2.16115, -1.99348, 2.05685], [-1.71088, 5.03307, 2.63200], [-0.23596, -2.55244, 2.37623], [-1.82569, 1.64115, 2.46837], [3.28181, -1.85300, 3.81265], [1.49716, -3.27618, -1.26530], [1.16017, -2.99036, -3.16157], [-2.06219, 0.84320, -2.32991], [-0.84587, -2.81366, 4.35883], [-2.21543, -1.73996, 2.93797], [-1.08751, -2.41133, 3.38961], [-2.57378, 1.54008, -3.34057], [0.50453, -5.22363, -0.07388], [0.27602, 1.53809, 0.58228], [3.20303, 1.37439, -1.67160], [-1.73047, -3.34003, -0.39224], [2.18736, -1.40371, 0.83824], [-2.77864, -3.10383, -1.62747], [-3.24189, 1.00146, -4.00427], [1.84506, -1.70875, -3.59167], [1.19180, -3.16073, 2.35413], [0.43341, -1.27559, -0.29484], [-0.06664, 4.18893, 1.07829], [1.26869, -3.94388, 1.44127], [1.24890, -5.71263, -1.61570], [1.46010, 1.98354, -0.11558], [-2.12865, 3.71692, 2.88771], [-1.94610, -1.47706, 1.60502], [-1.96668, 7.01659, 3.13944], [0.73024, 4.34944, 0.36580], [4.62498, 0.10178, 2.42424], [-1.42881, 3.45413, -2.63075], [-0.75728, -1.99707, 1.26649], [0.59505, -4.99144, -1.12950], [-0.66897, 5.25009, 1.71731]],
  "forces_ev_per_angstrom": [[-0.0004, 0.0006, 0.0025], [-0.0601, 0.1769, 0.0359], [-0.0060, 0.0001, -0.0079], [-0.0015, 0.0000, 0.0028], [0.0480, 0.0609, -0.0835], [-0.0892, 0.0620, 0.0129], [0.0131, -0.0227, -0.0125], [-0.0163, -0.0112, -0.0020], [0.3700, -0.1990, 0.0696], [0.0350, 0.0116, 0.0067], [-0.0043, 0.0319, 0.0074], [-0.0449, 0.0062, -0.0469], [0.0767, -0.0703, 0.0369], [-0.0003, 0.0120, 0.0153], [0.0187, -0.0020, 0.0195], [-0.0061, 0.0071, 0.0034], [-0.0041, -0.0011, 0.0180], [0.0055, 0.0071, 0.0001], [0.0589, -0.0035, -0.0370], [-0.0510, 0.0011, 0.0945], [-0.0733, -0.0434, 0.0053], [-0.0435, 0.0423, 0.0243], [-0.3081, 0.0959, 0.0189], [-0.0933, -0.0717, 0.1442], [0.0995, -0.0970, -0.0751], [0.0154, 0.0003, 0.0023], [0.0025, -0.0088, 0.0438], [0.0021, -0.0003, 0.0213], [0.0009, 0.0026, 0.0005], [-0.0048, 0.0239, 0.0073], [0.0215, -0.0134, 0.0258], [0.0434, 0.0266, -0.0146], [0.0152, -0.0014, 0.0156], [0.0494, -0.0768, -0.1593], [0.0121, -0.0123, 0.0186], [0.0308, -0.1183, -0.0331], [0.0003, -0.0013, 0.0026], [-0.0167, -0.0011, -0.0082], [0.0647, -0.2803, 0.1839], [-0.0133, 0.0830, -0.0440], [0.0854, -0.2107, 0.0202], [0.0058, 0.0045, -0.0041], [0.0067, 0.0196, 0.0144], [-0.0598, -0.0882, -0.0406], [0.0261, -0.0412, -0.0055], [-0.0087, -0.0004, 0.0359], [0.0788, 0.1067, 0.1423], [0.0115, 0.0174, -0.0163], [-0.0029, 0.0080, 0.0103], [-0.1893, 0.6619, 0.0854], [-0.0002, -0.0046, -0.0012], [0.0002, 0.0014, 0.0105], [0.0185, -0.0228, 0.0192], [-0.0401, 0.0428, 0.0321], [-0.2543, -0.2896, -0.5451], [-0.0145, 0.0219, -0.0065], [-0.0143, -0.1072, -0.0080], [0.0199, 0.0030, 0.0302], [0.0639, 0.0654, -0.0100], [-0.0124, 0.0100, 0.0064], [-0.1277, -0.1026, 0.0234], [0.0142, -0.0022, 0.0161], [-0.0036, -0.0080, 0.0035], [0.0033, -0.0004, -0.0130], [0.0146, -0.0089, -0.0064], [0.2116, 0.3221, -0.0202], [0.0151, -0.0089, -0.0850], [0.0058, -0.0054, -0.0044]],
  "nbo_charge": [0.22, -0.59, 0.25, 0.24, -0.50, -0.67, 0.25, 0.24, -0.93, -0.15, -0.78, -0.78, 0.04, -0.34, -0.33, 0.20, 0.24, 0.24, 0.39, 0.22, -0.36, 0.43, 0.55, 0.55, 0.01, 0.25, -0.95, 0.23, 0.22, -0.02, 0.23, 0.22, 0.40, -0.28, 0.22, -0.27, 0.23, 0.24, 0.70, -0.59, -0.56, 0.24, -0.33, 0.03, 0.10, 0.26, 2.32, 0.27, 0.38, -0.29, 0.36, 0.20, -0.58, 0.18, 0.58, -0.13, -0.07, 0.24, -0.98, -0.29, -0.02, 0.40, 0.24, 0.24, 0.12, -0.31, -0.79, -0.29]
}


(2)
{
  "formula": "C20H31BNO4",
  "method": "ωB97M-V with the def2-TZVPD basis set",
  "lumo_ev": -3.4218,
  "e_tot_ha": -1160.54396,
  "total_charge": 1,
  "e_homo_ev": -10.91,
  "homo_lumo_gap_ev": 7.49,
  "species": ["H", "C", "H", "H", "H", "O", "O", "H", "C", "C", "H", "H", "H", "C", "H", "O", "C", "H", "C", "C", "H", "H", "C", "H", "C", "C", "H", "B", "H", "H", "H", "H", "C", "H", "H", "O", "H", "C", "H", "H", "C", "C", "H", "H", "H", "H", "H", "H", "H", "C", "C", "H", "C", "C", "C", "N", "C"],
  "positions_angstrom": [[-7.70992, 1.36180, -0.18979], [0.72375, -0.90905, -0.40737], [9.15679, -1.62265, 0.49581], [-0.26592, -1.21041, 0.15532], [6.91934, -1.33314, -4.21479], [-3.23993, -0.33923, -0.09101], [4.61391, 1.61963, 1.51139], [-4.55162, -1.54100, -1.10765], [8.66369, -2.09867, -0.45278], [-3.80469, -0.97524, 2.84611], [9.67326, -0.17457, -1.43850], [7.48833, -2.25525, -0.31725], [9.56965, -1.72175, -2.51110], [1.95086, -0.25797, 0.52103], [-4.96213, 2.88075, 3.29811], [7.59025, -0.62921, -3.95522], [0.84283, -1.15862, -2.03901], [-3.72018, -0.64928, 3.88694], [-5.02267, -0.37571, 2.15585], [-3.59731, -1.03455, -1.28040], [1.82914, -0.13187, 1.67990], [-5.17487, -0.82258, 1.17501], [-3.44257, 1.06594, -0.16986], [-2.83792, -1.79366, -1.48151], [-4.89632, 1.79242, 3.40253], [3.44300, -0.11666, -1.89984], [-6.14910, 1.89570, -0.74640], [7.58350, -0.54339, -2.45296], [-2.86680, -0.74379, 2.33970], [-5.73227, 1.41304, 3.99569], [-5.92034, -0.59317, 2.75032], [-0.01360, -1.62802, -2.69137], [6.23653, 0.00548, -1.68204], [-2.51557, 1.50566, -0.56013], [-7.09606, 1.32213, 2.07593], [4.92185, 0.82424, -3.84910], [-3.68777, -0.37657, -2.14988], [-6.63407, 1.24497, -0.01507], [-3.90211, -2.06584, 2.86359], [-3.94132, 1.52843, 3.86469], [6.13992, 0.24771, -0.18648], [-6.30820, 1.67854, 1.40147], [-3.82425, 2.76366, 1.12740], [2.45406, -0.92170, -3.96501], [-6.28464, 2.77337, 1.45423], [-2.85606, 1.47716, 1.87019], [-4.22543, 1.32123, -0.88191], [7.10512, 0.04292, 0.48175], [9.20082, -3.14266, -0.66903], [2.24944, -0.75860, -2.82266], [3.33813, 0.14043, -0.25649], [-6.38448, 0.20492, -0.22983], [-3.71782, 1.67657, 1.21933], [4.69943, 0.76047, 0.49143], [4.89229, 0.28597, -2.62690], [-4.97118, 1.16354, 1.98815], [8.97128, -1.07184, -1.71060]],
  "forces_ev_per_angstrom": [[0.1834, -0.0452, 0.2033], [2.9611, 0.8545, -1.6449], [-1.2112, -1.1627, -1.5392], [2.1990, 0.6458, -1.3594], [0.9605, 1.6344, 0.1783], [-0.1454, 0.5809, -0.0033], [0.6219, -5.5686, -6.2345], [-0.0436, -0.0243, -0.1973], [0.4042, 0.1560, -0.1061], [0.1366, 0.1941, 0.1711], [-1.3179, -1.7025, -0.2349], [2.7430, 0.2201, -0.1064], [-1.3056, 1.6772, 1.5454], [0.7055, -0.6111, -4.7401], [-0.0132, -0.3004, -0.0194], [-1.2780, -1.4767, 3.3203], [3.6227, 1.6917, 1.9631], [-0.0776, -0.0905, -0.1208], [-0.0499, 0.1369, 0.0649], [-0.0353, -0.3141, 0.0659], [0.3107, -0.2388, -2.6126], [0.1611, 0.2559, 0.0726], [0.1736, -0.1601, 0.2489], [-0.0671, 0.1287, 0.0167], [0.1574, -0.2437, -0.8241], [-1.8820, -0.7949, 0.7623], [-0.0287, -0.2047, 0.0593], [0.9547, -0.2481, -1.9085], [-0.1729, -0.0575, -0.0788], [0.1650, 0.0519, -0.1623], [0.1396, 0.3354, -0.1101], [1.7846, 1.0177, 1.7027], [-1.8450, 0.9879, 3.3521], [-0.0957, 0.3084, 0.2436], [0.3777, 0.0472, 0.0553], [-0.1579, -3.5723, 7.5229], [0.0898, -0.0276, 0.1310], [-0.0444, 0.2057, -0.3933], [-0.0938, 0.2116, -0.0851], [-0.2774, 0.0180, -0.1532], [-0.4541, -0.5822, -3.8396], [0.2228, -0.2644, 0.0767], [-0.1038, -0.2348, 0.0333], [-0.5837, 0.3827, 2.5387], [0.1366, -0.2652, 0.1348], [-0.3509, 0.0132, -0.1123], [-0.0617, -0.1080, 0.0702], [-2.4770, 0.7029, -1.4371], [-1.3690, 2.3525, 0.6061], [-0.1914, 0.9245, 5.0098], [-2.3643, -1.4382, -1.6881], [-0.0195, 0.0896, 0.0443], [-0.1811, -0.6450, -0.0524], [-0.6014, 2.8463, 2.9271], [-0.5554, 2.0782, -3.2473], [-0.0154, 0.4048, 0.6191], [0.2593, -0.7731, -0.7287]],
  "nbo_charge": [0.26, -0.24, 0.22, 0.23, 0.50, -0.57, -0.50, 0.17, -0.64, -0.64, 0.25, 0.21, 0.25, -0.19, 0.23, -0.91, -0.22, 0.22, -0.21, -0.25, 0.26, 0.24, -0.09, 0.21, -0.40, -0.09, 0.22, 1.05, 0.24, 0.23, 0.22, 0.24, -0.42, 0.22, 0.23, -0.50, 0.19, -0.64, 0.26, 0.24, -0.18, -0.21, 0.24, 0.27, 0.23, 0.24, 0.19, 0.27, 0.23, -0.19, -0.11, 0.22, -0.23, 0.51, 0.52, -0.22, -0.81]
}